1.
C38H36CoN14P2S | ωB97M-V/def2-TZVPD

As for the multiplicity: 1. The value obtained for the LUMO energy (alpha / beta) is -4.08 / -4.23 eV. The total charge is +1. The orbital gap (alpha / beta) comes out at 6.3566 / 6.1998 eV.

XYZ file:
```
92
Properties=species:S:1:pos:R:3:forces:R:3
Co 0.7263 1.4936 0.6355 -0.720 0.209 0.511
C -2.3659 -1.9256 -0.5446 0.025 0.136 -0.063
N -1.5812 -0.7008 -0.2815 -0.393 -0.449 0.295
P -2.0756 0.7824 -1.0361 0.202 0.122 0.112
C -3.8733 0.5993 -1.2010 -0.119 -0.023 -0.062
C -4.6341 1.1301 -0.1597 -0.029 0.044 0.036
C -6.0155 0.9966 -0.1608 0.019 -0.019 -0.028
C -6.6477 0.3483 -1.2117 0.026 -0.004 -0.002
C -5.9001 -0.1642 -2.2657 0.013 0.046 0.077
C -4.5197 -0.0408 -2.2584 0.005 -0.004 -0.066
C -1.4013 0.4635 -2.6810 0.200 -0.077 0.041
C -1.7073 1.2437 -3.7161 0.099 -0.025 -0.481
C -0.9504 1.2028 -4.9832 -0.129 0.015 0.270
C 0.1053 0.4127 -5.1392 0.042 -0.065 -0.004
C 0.5704 -0.5246 -4.0626 0.003 0.153 -0.006
C -0.2204 -0.4717 -2.7285 -0.023 0.161 -0.022
P -0.8436 -0.5321 1.2246 0.443 0.050 -0.444
C -2.1043 -1.1256 2.4445 0.096 -0.011 0.139
C -2.1684 -2.5150 2.6317 -0.101 0.025 -0.031
C -3.1623 -3.0915 3.4043 0.035 0.005 -0.007
C -4.1144 -2.2953 4.0201 -0.026 -0.012 0.016
C -4.0697 -0.9236 3.8420 0.049 0.021 -0.017
C -3.0799 -0.3383 3.0620 0.003 -0.128 0.002
C 0.3477 -1.9094 1.3572 0.061 -0.019 -0.011
C 0.7858 -2.6433 0.2603 0.029 -0.085 0.032
C 1.7732 -3.6120 0.4019 -0.031 0.003 0.010
C 2.3233 -3.8705 1.6477 -0.033 0.015 -0.016
C 1.8740 -3.1619 2.7552 -0.037 0.018 -0.046
C 0.9004 -2.1864 2.6100 0.041 -0.075 -0.051
H -2.6479 -1.9475 -1.5975 0.037 -0.005 0.008
H -3.2792 -1.9488 0.0519 -0.024 -0.013 -0.027
H -1.7782 -2.8173 -0.3260 -0.027 0.027 0.048
H -4.1460 1.6623 0.6489 0.012 -0.017 0.011
H -6.5951 1.4132 0.6518 -0.014 0.000 0.006
H -7.7251 0.2507 -1.2161 -0.013 0.000 -0.007
H -6.3940 -0.6581 -3.0915 -0.006 -0.011 -0.014
H -3.9448 -0.4338 -3.0889 0.003 -0.001 0.026
H -2.5305 1.9465 -3.6437 -0.001 0.007 -0.003
H -1.2698 1.8466 -5.7915 -0.028 0.015 -0.005
H 0.6472 0.4070 -6.0778 -0.003 -0.021 -0.012
H 0.6517 -1.5250 -4.4894 0.018 -0.051 0.081
H -0.4894 -1.4668 -2.3742 -0.170 0.055 -0.090
H -1.4532 -3.1706 2.1576 -0.014 -0.001 0.029
H -3.1864 -4.1667 3.5212 -0.005 -0.009 0.005
H -4.8859 -2.7442 4.6317 -0.012 0.010 0.000
H -4.8082 -0.2894 4.3134 -0.005 0.013 0.006
H -3.0933 0.7276 2.9527 0.093 0.160 -0.086
H 0.3250 -2.4879 -0.7052 0.057 0.031 -0.050
H 2.1044 -4.1774 -0.4593 -0.021 -0.006 -0.020
H 3.0870 -4.6280 1.7546 0.027 0.008 0.026
H 2.2827 -3.3712 3.7350 0.016 -0.008 0.017
H 0.5543 -1.6521 3.4882 -0.042 0.008 -0.002
N 0.3922 4.7422 1.5296 -0.008 0.096 0.067
C -0.6235 3.8794 1.7738 0.020 0.266 0.029
N -1.7891 4.2432 2.2434 -0.205 -0.328 -0.003
N -2.4864 3.0766 2.3031 -0.169 0.440 0.140
N -1.7942 2.1024 1.9031 0.192 -0.484 -0.093
N -0.5497 2.5479 1.5473 -0.211 0.125 -0.130
C 1.5825 4.3035 1.0426 -0.376 0.173 0.177
N 2.6262 5.0644 0.8202 0.330 -0.283 -0.203
N 3.5520 4.2007 0.3316 -0.068 0.208 0.082
N 3.0978 3.0127 0.2726 -0.104 -0.120 0.040
N 1.8022 3.0250 0.7354 0.921 0.110 -0.307
H 0.2773 5.7186 1.7508 -0.026 -0.020 0.004
N 6.3292 -1.0307 3.5931 0.110 -0.183 0.082
C 5.7332 -1.5766 2.5258 -0.116 0.311 -0.072
S 6.1598 -2.9943 1.8271 -0.042 0.019 0.020
C 4.5701 -0.7828 2.0088 0.179 -0.259 0.019
C 4.4029 -0.5729 0.6475 0.069 -0.030 -0.053
C 3.2904 0.0976 0.2004 -0.001 0.159 0.264
N 2.3251 0.5092 1.0367 0.183 -0.488 0.064
C 2.4980 0.3398 2.3476 0.112 0.071 -0.008
C 3.6130 -0.2809 2.8734 -0.097 0.150 0.114
H 7.1117 -1.5129 4.0090 -0.029 0.049 -0.019
H 6.1062 -0.1046 3.9166 0.007 0.013 -0.028
H 5.1480 -0.9200 -0.0541 -0.014 -0.024 0.012
H 3.1881 0.3573 -0.8358 -0.070 0.021 -0.129
H 1.7157 0.7203 2.9946 -0.039 -0.025 -0.005
H 3.6900 -0.4080 3.9444 -0.001 -0.017 -0.002
N 3.3369 1.0256 -4.8170 -0.016 0.001 -0.003
C 2.5118 1.1320 -3.7693 0.000 0.070 -0.098
C 1.8715 -0.1161 -3.2858 0.112 -0.264 0.061
C 1.0586 -0.0043 -1.9565 -0.125 0.100 -0.067
N 1.0120 1.2905 -1.2946 0.110 0.122 0.001
C 1.4783 2.3249 -1.9486 -0.098 -0.265 -0.217
C 2.1985 2.3156 -3.1667 -0.167 0.011 0.135
H 3.5105 0.1388 -5.2564 -0.013 0.004 0.018
H 3.7607 1.8396 -5.2297 0.010 0.005 0.028
H 2.5967 -0.9333 -3.2530 0.081 0.071 -0.029
H 1.3793 -0.7199 -1.2083 -0.064 -0.227 -0.058
H 1.3369 3.2838 -1.4834 0.005 0.185 0.045
H 2.5833 3.2567 -3.5316 -0.014 0.021 -0.009
```
Positions in Å, forces in eV/Å.

***

2.
C25H49BInO8 | ωB97M-V/def2-TZVPD

As for the multiplicity: 1. The value obtained for the LUMO energy is 2.39 eV. The total charge is -1. The orbital gap comes out at 6.9042 eV.

XYZ file:
```
84
Properties=species:S:1:pos:R:3:forces:R:3
C -2.7663 3.4050 -4.4920 -1.527 0.680 -0.570
O -1.6582 3.0416 -3.6378 -0.772 -1.480 -1.776
B -1.1744 1.6952 -3.8983 -0.966 -0.177 0.987
O -2.1343 0.5850 -4.0433 0.658 2.019 -0.998
In 1.0416 1.1402 -4.0895 0.085 -0.420 -0.110
O 2.0767 2.9249 -4.4731 0.345 0.207 0.909
C 1.8660 0.0456 -2.2861 1.025 -1.197 -0.005
C 1.2156 -1.4105 -2.0498 -0.732 2.522 -0.646
O 1.4674 -1.7656 -0.6617 -1.744 -1.044 -0.504
C 0.5122 -2.7289 -0.1631 -0.254 -0.162 0.690
C -0.0163 -2.2830 1.3095 1.962 -1.420 0.138
O -1.4494 -2.4143 1.4599 -0.263 2.641 -0.295
C -2.1189 -1.1898 1.1951 -2.170 3.676 -0.787
C -1.6342 -0.1857 0.1119 -2.706 0.634 1.704
C -2.4101 1.1133 -0.1834 -1.105 -1.632 2.055
C -3.7197 1.5528 0.5700 2.201 -3.662 1.325
C -4.5380 2.8825 0.2259 -1.153 -1.781 -0.089
C -4.5522 3.0379 -1.3724 -0.390 0.485 0.142
C -6.0869 2.5439 0.6300 0.278 1.042 0.201
C -4.1535 4.1825 1.0568 0.260 -0.016 0.064
C -2.6776 4.7585 0.9165 0.975 1.478 0.792
C -2.6375 6.1005 1.8573 0.445 -0.565 -0.916
C -1.4927 3.8241 1.4784 -0.130 -0.219 -1.086
C -2.2509 5.2654 -0.5448 -1.593 -0.504 -0.751
C -4.1891 0.5473 1.6900 3.165 -1.218 -1.773
C -3.4014 -0.7801 1.9902 1.337 1.321 -2.349
H -3.6303 2.6349 -4.4808 1.392 1.052 0.112
H -2.4646 3.5589 -5.5996 -0.155 -0.340 1.760
H -3.2461 4.4057 -4.1647 1.006 -1.562 -0.242
H -2.5959 0.6859 -4.9054 0.131 -0.215 0.830
H 1.1785 0.0501 -5.5447 0.073 0.333 0.301
H 2.3424 3.3712 -3.6403 -0.312 -0.486 -0.846
H 1.7343 0.7411 -1.3784 0.198 -1.366 -1.104
H 2.9909 -0.1265 -2.5003 -1.595 0.480 0.620
H 1.5457 -2.1949 -2.8128 -0.082 0.956 1.152
H 0.0767 -1.2684 -2.2126 1.534 -0.522 0.381
H -0.4259 -2.8264 -0.8115 1.352 0.210 0.626
H 1.0291 -3.7640 -0.1074 -0.885 1.488 0.003
H 0.3973 -1.2629 1.6168 -0.852 -1.205 -0.707
H 0.4560 -3.0467 2.0403 -1.015 1.198 -0.930
H -0.6888 -0.4124 -0.4771 -1.444 0.484 0.857
H -1.9808 1.7868 -1.0132 -0.769 -1.230 1.456
H -3.5463 2.8827 -1.8837 -1.334 0.422 0.824
H -5.2695 2.2572 -1.8204 1.051 1.179 0.726
H -4.9616 4.0965 -1.5953 0.667 -1.674 0.080
H -6.7085 3.4629 0.3326 0.730 -1.357 0.272
H -6.2102 2.4527 1.7766 0.220 -0.034 -1.893
H -6.4739 1.6203 0.0814 0.595 1.253 0.885
H -4.9084 5.0229 0.7980 1.187 -1.302 0.167
H -4.3306 3.9668 2.1795 0.346 0.167 -1.686
H -3.4705 6.8327 1.5578 1.142 -1.055 0.624
H -2.6879 5.7877 2.9577 -0.033 0.672 -1.503
H -1.6169 6.5889 1.6140 -1.671 -0.604 0.735
H -0.7480 4.4933 2.0250 -0.968 -1.109 -0.496
H -1.8666 2.9342 2.0937 0.611 1.451 -0.627
H -0.9480 3.3873 0.5591 -0.735 0.514 1.600
H -1.9890 4.3953 -1.2578 -0.237 1.357 1.197
H -3.1965 5.7500 -1.0103 1.572 -0.499 0.603
H -1.4125 6.0369 -0.5618 -1.034 -1.155 0.281
H -5.1151 0.7112 2.3348 1.512 -0.132 -1.145
H -3.7491 -1.5347 2.7857 0.421 1.500 -1.334
C 4.0266 -2.5162 0.2347 0.313 -0.196 -0.297
O 5.0957 -3.2682 0.7913 -0.261 0.034 0.533
C 5.4944 -2.8087 2.0765 0.239 -0.492 -0.395
C 5.7472 -3.9769 3.0262 0.018 0.205 0.124
O 4.5811 -4.6998 3.4211 0.062 -0.121 -0.304
C 3.9370 -5.4914 2.4177 -0.015 -0.034 0.158
C 4.7417 -6.6944 1.9324 -0.030 0.408 -0.237
O 5.8351 -6.2851 1.1177 0.247 -0.113 0.434
C 7.0133 -7.0332 1.3487 -0.203 0.278 -0.201
H 4.4106 -1.5893 -0.2022 -0.261 0.096 0.045
H 3.5723 -3.1138 -0.5581 0.137 0.086 0.082
H 3.2557 -2.2978 0.9757 0.037 0.067 0.032
H 4.7486 -2.1377 2.5129 -0.084 -0.038 -0.028
H 6.4283 -2.2487 1.9420 0.047 0.085 0.296
H 6.1579 -3.5614 3.9525 -0.169 0.020 0.012
H 6.5100 -4.6525 2.6394 -0.076 0.039 -0.258
H 3.6072 -4.8674 1.5885 0.214 -0.058 -0.172
H 3.0278 -5.8722 2.8933 0.121 -0.035 0.105
H 4.0988 -7.3321 1.3154 -0.191 -0.080 0.172
H 5.0853 -7.2747 2.7990 0.035 0.082 -0.057
H 7.2208 -7.1251 2.4207 -0.021 -0.106 -0.001
H 7.8476 -6.4962 0.8921 -0.129 -0.046 -0.070
H 6.9299 -8.0225 0.8916 0.124 -0.157 0.097
```
Positions in Å, forces in eV/Å.

***

3.
C16H31CuF5IN6O2S2SiTe | ωB97M-V/def2-TZVPD

The calculation puts the energy above the lowest of the compared OMol25 structures with the same formula, charge and spin at 0.000 eV. As for the multiplicity: 2. The value obtained for the LUMO energy (alpha / beta) is 1.32 / 1.33 eV. Its expectation value of S² is 0.75. The total charge is -1. The orbital gap (alpha / beta) comes out at 7.1510 / 7.1103 eV.

XYZ file:
```
66
Properties=species:S:1:pos:R:3:forces:R:3
Cu 0.1464 1.6788 1.2282 0.122 0.092 0.379
C 1.3497 -1.0464 4.5118 0.011 -0.032 0.061
Si -0.0472 0.0319 3.8836 0.022 0.053 -0.190
C -1.6702 -0.6021 4.5630 -0.013 -0.032 0.040
C 0.2258 1.7801 4.5268 0.017 0.059 -0.003
H 1.3331 -1.1233 5.6032 0.018 0.000 -0.007
H 2.3181 -0.6294 4.2195 -0.004 -0.008 -0.010
H 1.2686 -2.0488 4.0879 -0.004 0.006 -0.012
H -1.6278 -0.6809 5.6535 -0.025 -0.007 -0.007
H -1.8976 -1.5832 4.1429 0.000 0.005 -0.011
H -2.4862 0.0783 4.3050 0.008 0.008 0.000
H 0.0983 1.8518 5.6107 0.008 -0.023 -0.003
H -0.4815 2.4730 4.0609 -0.004 0.001 0.016
H 1.2371 2.1265 4.2903 -0.010 0.016 -0.005
N 6.7153 -0.9538 0.8407 0.060 -0.003 -0.020
C 6.4004 0.3259 1.0783 -0.228 -0.051 -0.033
S 7.5566 1.4641 1.3524 0.067 0.029 0.031
C 4.9281 0.6310 1.0775 0.136 -0.048 0.009
C 3.9603 -0.3594 0.9796 -0.041 0.011 -0.010
C 2.6196 -0.0178 1.0002 0.068 -0.164 0.041
N 2.1985 1.2434 1.0741 -0.014 0.093 0.091
C 3.1277 2.2028 1.1632 -0.049 0.044 -0.056
C 4.4838 1.9416 1.1823 -0.045 0.043 -0.028
H 7.6872 -1.2081 0.8164 0.009 0.009 0.006
H 6.0248 -1.6478 0.6187 -0.005 0.008 -0.013
H 4.1710 -1.4166 0.9014 0.041 0.007 0.030
H 1.9047 -0.8231 0.9742 -0.085 0.217 -0.011
H 2.7490 3.2148 1.2034 0.033 0.008 0.013
H 5.1927 2.7517 1.2661 0.006 -0.004 0.003
C -4.0217 0.4365 1.3810 -0.073 -0.030 -0.005
S -2.4770 0.7936 0.5837 0.374 0.425 0.275
C -3.0626 1.6469 -0.8650 -0.095 -0.018 -0.054
O -1.8640 1.9216 1.4368 -0.073 -0.110 -0.228
H -4.4802 1.3838 1.6651 -0.040 -0.030 -0.004
H -3.7889 -0.1795 2.2465 0.023 0.019 0.010
H -4.6421 -0.1326 0.6904 0.018 -0.007 -0.004
H -3.6327 0.9428 -1.4697 0.021 -0.001 -0.010
H -2.1769 1.9801 -1.4059 0.014 -0.009 0.015
H -3.6531 2.5072 -0.5506 -0.024 -0.020 -0.033
I 0.2819 4.0391 0.2035 -0.020 -0.033 -0.017
C -2.8782 0.4559 -5.4382 0.007 0.017 -0.004
C -2.3686 -0.9795 -5.3645 0.013 -0.024 -0.001
C -3.0541 -1.7551 -4.2422 0.008 -0.035 0.037
C -0.8442 -1.0469 -5.2321 0.010 0.040 0.062
N -0.3446 -0.3496 -4.0602 0.077 -0.082 -0.015
C -0.1829 -0.8044 -2.8156 -0.092 0.089 -0.169
N 0.2045 0.1934 -2.0595 0.205 0.170 0.102
N 0.3017 1.2650 -2.8758 -0.163 -0.046 -0.091
N -0.0303 0.9572 -4.0769 0.018 0.006 0.012
H -3.9610 0.4587 -5.5745 0.003 0.010 -0.007
H -2.4262 1.0096 -6.2633 0.019 -0.014 0.007
H -2.6531 0.9989 -4.5190 -0.016 -0.010 0.007
H -2.5890 -1.4729 -6.3185 -0.030 -0.005 0.014
H -2.8070 -1.3678 -3.2495 -0.010 0.029 -0.018
H -2.7651 -2.8088 -4.2492 0.006 0.005 -0.017
H -4.1387 -1.7076 -4.3566 0.003 -0.002 -0.004
H -0.3415 -0.6111 -6.0949 -0.056 0.035 -0.016
H -0.5300 -2.0871 -5.1370 0.029 0.005 -0.038
H -0.3632 -1.8254 -2.5297 0.039 0.030 0.108
F 1.1227 -2.2944 -0.6665 0.083 0.164 -0.113
Te -0.5073 -1.7306 0.4224 -1.109 -1.421 -0.258
F -1.0067 -3.4553 -0.1609 0.076 -0.078 0.064
F -2.1913 -1.4294 -0.9643 0.337 0.114 -0.046
F 0.4317 -2.6910 1.7947 0.206 0.107 0.113
F -2.0011 -1.9848 1.6478 -0.067 0.149 0.087
O -0.0455 0.0686 2.2527 0.181 0.221 -0.059
```
Positions in Å, forces in eV/Å.